Entry from OMol25: a single C18H26N2O5 molecule (ωB97M-V/def2-TZVPD).

Calculated values
- Highest occupied orbital energy: -8.02 eV
- SMILES string: CCOC(=O)N1CCN(C(=O)c2ccc(OCC)c(OCC)c2)CC1
- Energy relative to the best compared isomer or geometry (same formula, charge and spin): 1.5972 eV

```
51
C18H26N2O5, DFT ωB97M-V/def2-TZVPD
C -1.591 -2.841 -2.946
C -1.457 -1.504 -3.660
O -2.321 -0.542 -3.052
C -1.739 0.439 -2.347
O -0.548 0.655 -2.323
N -2.658 1.223 -1.712
C -2.187 2.103 -0.660
C -2.626 1.533 0.712
N -2.857 0.114 0.576
C -1.856 -0.807 0.681
O -1.979 -1.945 0.267
C -0.611 -0.337 1.358
C -0.537 -0.143 2.728
C 0.667 0.241 3.285
C 1.805 0.458 2.511
O 2.894 0.862 3.219
C 4.201 0.774 2.676
C 5.177 1.006 3.820
C 1.722 0.281 1.115
O 2.824 0.567 0.357
C 2.818 0.281 -1.032
C 2.979 -1.207 -1.326
C 0.515 -0.139 0.572
C -4.003 -0.196 -0.258
C -4.006 0.746 -1.484
H -2.591 -3.244 -3.085
H -0.867 -3.545 -3.348
H -1.417 -2.719 -1.879
H -0.429 -1.131 -3.609
H -1.765 -1.581 -4.707
H -2.600 3.105 -0.815
H -1.100 2.148 -0.734
H -1.862 1.719 1.465
H -3.564 1.992 1.039
H -1.401 -0.306 3.353
H 0.761 0.388 4.350
H 4.342 1.530 1.896
H 4.359 -0.217 2.236
H 6.197 0.958 3.450
H 5.039 0.250 4.588
H 5.003 1.983 4.263
H 3.684 0.831 -1.412
H 1.918 0.679 -1.512
H 2.143 -1.775 -0.927
H 3.896 -1.580 -0.875
H 3.027 -1.359 -2.401
H 0.422 -0.282 -0.491
H -3.898 -1.238 -0.565
H -4.924 -0.081 0.323
H -4.633 1.623 -1.304
H -4.365 0.229 -2.372
```

Mulliken population analysis, charges in e, atoms 1 to 2:
1. C -0.951
2. C -0.378

=====

Entry from OMol25: a molecular structure, C46H38Cl3N5O3PW in a non-equilibrium geometry (ωB97M-V/def2-TZVPD).

Calculated values
- Highest occupied orbital energy (spin up / spin down): -9.96 / -9.39 eV
- ⟨S²⟩: 2.0846
- 2S+1: 3
- Charge: +1

```
97
C46H38Cl3N5O3PW, DFT ωB97M-V/def2-TZVPD
W -0.552 -0.308 1.497
C -1.533 -2.429 -1.353
C -0.446 -3.243 -0.717
C -0.063 -4.319 -1.469
C 1.094 -5.030 -1.151
C 1.853 -4.658 -0.061
C 1.490 -3.602 0.745
C 2.404 -3.277 1.897
C 0.213 -2.970 0.510
N -0.419 -2.206 1.517
C -0.936 -3.128 2.634
O -0.584 -4.258 2.859
C -1.937 -2.282 3.335
C -2.749 -2.679 4.372
C -3.845 -1.856 4.772
C -3.991 -0.612 4.122
C -3.166 -0.260 3.058
N -2.057 -1.039 2.745
C -3.221 0.806 2.078
O -3.899 1.840 2.250
N -2.481 0.633 0.878
C -3.059 1.429 -0.201
C -4.270 0.952 -0.666
C -4.896 -0.370 -0.301
C -5.020 1.781 -1.566
C -4.537 3.053 -1.912
C -3.247 3.460 -1.441
C -2.581 2.724 -0.511
C -1.558 3.353 0.350
H -1.485 -2.536 -2.436
H -1.405 -1.357 -1.148
H -2.524 -2.745 -0.997
H -0.639 -4.583 -2.317
H 1.456 -5.900 -1.659
H 2.808 -5.208 0.170
H 2.227 -2.307 2.394
H 3.432 -3.266 1.525
H 2.412 -4.118 2.608
H -2.562 -3.630 4.814
H -4.457 -2.120 5.681
H -4.849 0.065 4.386
H -5.729 -0.160 0.400
H -4.223 -1.112 0.123
H -5.294 -0.946 -1.165
H -5.981 1.398 -1.858
H -5.109 3.737 -2.560
H -2.867 4.449 -1.649
H -1.609 3.020 1.392
H -1.688 4.469 0.327
H -0.518 3.216 -0.043
N 1.720 2.030 1.179
P 2.002 0.383 0.776
C 3.502 -0.209 1.556
C 3.619 -0.065 2.942
C 4.766 -0.451 3.630
C 5.794 -1.087 2.888
C 5.753 -1.156 1.521
C 4.631 -0.658 0.794
C 2.370 0.750 -0.967
C 1.917 -0.139 -1.924
C 2.470 -0.101 -3.199
C 3.517 0.764 -3.439
C 3.778 1.843 -2.577
C 3.306 1.770 -1.288
C 1.112 2.228 2.367
C 1.581 3.218 3.245
C 0.880 3.475 4.399
C -0.109 2.578 4.827
C -0.311 1.447 4.062
N 0.358 1.220 2.844
H 2.406 2.780 1.011
H 2.786 0.344 3.597
H 4.801 -0.323 4.712
H 6.658 -1.533 3.464
H 6.613 -1.501 0.971
H 4.508 -0.903 -0.222
H 1.173 -0.862 -1.654
H 2.146 -0.810 -3.931
H 4.075 0.685 -4.373
H 4.351 2.711 -2.831
H 3.661 2.556 -0.632
H 2.388 3.859 2.844
H 1.195 4.259 5.106
H -0.809 2.850 5.627
H -1.024 0.637 4.396
Cl 0.628 4.158 -7.176
C -0.038 2.650 -6.854
C -0.070 2.176 -5.516
C -0.463 0.898 -5.171
Cl -0.441 0.421 -3.534
C -0.614 -0.083 -6.167
O -0.539 -1.287 -5.933
C -0.844 0.429 -7.545
Cl -1.652 -0.622 -8.629
C -0.526 1.772 -7.871
H 0.370 2.883 -4.776
H -0.798 2.147 -8.806
```

Mulliken population analysis, charges in e, atoms 1 to 2:
1. W 1.250
2. C -1.442